# 1
{"formula": "C3H4S", "method": "ωB97M-V/def2-TZVPD", "symbols": ["C", "C", "C", "S", "H", "H", "H", "H"], "xyz": [[1.14465, -0.73092, 0.14392], [1.45794, 0.51661, 0.50303], [0.40913, 0.34265, -0.45427], [-2.61816, -0.06546, 0.10180], [1.27113, -1.77914, 0.26907], [2.05801, 1.18760, 1.06853], [-0.72103, 0.47170, -0.46813], [-3.00166, 0.05696, -1.16396]], "atomic_forces_ev_per_a": [[-0.545, 1.744, -0.764], [-1.019, -0.517, -1.509], [2.057, -1.490, 2.706], [1.039, 0.210, 0.317], [0.052, -0.485, 0.008], [0.184, 0.298, 0.381], [-1.735, 0.197, -0.779], [-0.033, 0.042, -0.361]], "multiplicity": 1, "e_homo_ev": [-7.600, -7.535], "homo_lumo_gap_ev": [6.612, 6.257], "de_lowest_kcal_mol": 93.4}


# 2
{"formula": "C17H33Cl4CuO7S2", "method": "ωB97M-V/def2-TZVPD", "symbols": ["Cu", "C", "O", "H", "H", "H", "C", "C", "C", "S", "O", "O", "C", "H", "H", "H", "H", "H", "H", "H", "H", "C", "C", "C", "S", "O", "O", "C", "H", "H", "H", "H", "H", "H", "H", "H", "O", "C", "O", "C", "C", "C", "H", "H", "H", "H", "H", "H", "Cl", "C", "C", "Cl", "H", "H", "H", "H", "Cl", "C", "C", "Cl", "H", "H", "H", "H"], "xyz": [[3.20637, -0.15175, 1.66475], [0.88459, -1.09912, 0.38233], [2.20895, -0.97192, -0.01427], [0.18706, -1.30776, -0.44387], [0.73553, -1.68074, 1.30966], [0.52123, -0.08719, 0.71990], [-3.89465, 0.23412, 1.44301], [-2.55108, -0.44305, 1.14572], [-2.90567, -1.82475, 0.63023], [-4.46250, -1.60134, -0.31583], [-5.55446, -2.35047, 0.24478], [-4.27148, -1.70344, -1.72543], [-4.65436, 0.14215, 0.12385], [-3.73005, 1.24939, 1.79846], [-4.45337, -0.35477, 2.18007], [-1.84864, -0.38738, 1.97387], [-2.05258, 0.09812, 0.33209], [-3.05106, -2.56257, 1.41671], [-2.22897, -2.23687, -0.11781], [-5.67064, 0.51421, 0.13826], [-4.02293, 0.71035, -0.56573], [-1.24485, 0.42024, 4.70832], [-1.48379, -1.09823, 4.60395], [-0.16150, -1.81995, 4.88724], [1.14064, -0.61820, 4.62270], [2.08483, -1.02236, 3.60088], [1.63754, -0.25344, 5.91123], [0.06107, 0.65443, 3.98876], [-1.16665, 0.60459, 5.78393], [-2.05512, 1.03820, 4.33180], [-1.78280, -1.31491, 3.57576], [-2.29339, -1.45397, 5.23526], [-0.02993, -2.66313, 4.21490], [-0.09080, -2.12415, 5.92696], [-0.02132, 0.37753, 2.92748], [0.52115, 1.63996, 3.98025], [5.96618, 1.97376, -5.01821], [5.08569, 1.63116, -4.29777], [3.86299, 2.19782, -4.33492], [2.94016, 1.41286, -3.52586], [3.64350, 0.09396, -3.27971], [5.14451, 0.42910, -3.35739], [1.97291, 1.41272, -4.02547], [2.80596, 1.99615, -2.60731], [3.39816, -0.68204, -4.00840], [3.30694, -0.36687, -2.34304], [5.62761, -0.36568, -3.91104], [5.62328, 0.73209, -2.43086], [-1.28299, 0.46759, -4.28508], [-1.25702, -1.32019, -4.18886], [0.15346, -1.84252, -4.01521], [1.02445, -1.81751, -5.56911], [-1.78376, -1.73124, -5.04005], [-1.78050, -1.55387, -3.26794], [0.21351, -2.83561, -3.58021], [0.63003, -1.15452, -3.31400], [1.33069, 4.51873, 0.94833], [1.41783, 2.99741, 0.04322], [0.39633, 2.94929, -1.08768], [0.65596, 4.18752, -2.30796], [1.21706, 2.19339, 0.74920], [2.38709, 2.85645, -0.43517], [-0.56532, 3.10980, -0.59073], [0.35891, 1.95844, -1.53892]], "atomic_forces_ev_per_a": [[-1.161, -1.171, -1.099], [0.183, 2.106, 0.673], [0.857, 0.471, 1.233], [0.167, -0.725, 0.088], [-0.201, -0.666, -0.512], [-0.261, -0.154, -0.097], [-0.015, -0.361, 0.256], [-0.071, 0.478, -0.547], [0.011, -0.556, -0.571], [-1.108, 0.850, 0.652], [0.269, -0.172, 0.560], [0.846, -0.163, -0.805], [1.240, 0.419, 0.252], [-0.307, 0.072, -0.034], [0.181, 0.265, 0.278], [-0.154, -0.416, -0.003], [-0.089, 0.085, 0.069], [-0.268, 0.004, -0.003], [0.226, 0.056, 0.184], [-0.204, -0.364, -0.116], [-0.501, -0.085, -0.451], [-0.102, -0.438, 0.941], [-0.260, 0.223, -0.880], [-0.323, -0.210, -0.223], [-0.405, 0.356, 0.168], [0.357, 0.056, -0.538], [0.357, 0.266, 0.470], [0.290, -0.189, -0.957], [0.239, 0.523, -0.109], [-0.091, -0.127, -0.177], [0.016, -0.176, 0.158], [0.076, 0.061, 0.199], [0.198, -0.093, 0.103], [0.211, -0.075, 0.020], [-0.207, 0.018, 0.067], [0.052, 0.011, 0.572], [0.691, 0.685, -0.353], [0.070, -0.654, -0.180], [-0.302, -0.426, 0.212], [0.370, 0.958, 0.166], [-0.369, -0.903, 0.946], [-1.606, 0.416, -0.871], [0.113, -0.338, -0.205], [0.008, -0.249, 0.086], [0.013, 0.394, -0.399], [0.192, 0.321, 0.148], [0.671, 0.029, 0.391], [0.073, -0.291, 0.100], [0.062, -0.057, -0.175], [0.095, -0.257, 0.715], [-0.059, 0.797, 0.014], [0.187, -0.048, 0.119], [-0.005, 0.019, -0.112], [-0.379, -0.092, -0.010], [-0.243, -0.158, -0.249], [0.374, -0.153, -0.162], [0.152, 0.041, 0.032], [0.073, -0.393, -1.051], [-0.731, -0.187, 1.380], [0.050, 0.017, -0.169], [0.044, -0.107, -0.095], [0.276, 0.245, 0.551], [-0.147, 0.160, -0.501], [0.278, 0.052, -0.147]], "multiplicity": 1, "e_homo_ev": -8.732, "homo_lumo_gap_ev": 7.487}


# 3
{"formula": "C35H38MnN6O2PS", "method": "ωB97M-V/def2-TZVPD", "symbols": ["Mn", "C", "C", "N", "C", "C", "C", "S", "N", "C", "O", "C", "C", "C", "C", "C", "C", "H", "H", "H", "H", "H", "H", "H", "H", "H", "H", "H", "H", "H", "H", "H", "C", "O", "C", "C", "C", "C", "C", "C", "C", "N", "C", "C", "N", "C", "C", "C", "C", "N", "C", "C", "N", "C", "C", "C", "C", "H", "H", "H", "H", "H", "H", "H", "H", "H", "H", "H", "H", "H", "H", "C", "P", "C", "C", "H", "H", "H", "H", "H", "H", "H", "H", "H"], "xyz": [[-1.13471, 0.58415, 1.88244], [-2.46211, -2.83324, 6.33217], [-2.09795, -3.45878, 4.98804], [-0.76200, -3.08223, 4.57579], [0.33486, -3.91538, 5.04830], [0.71483, -4.96953, 4.01134], [-0.48767, -2.03623, 3.81463], [-1.84484, -1.03991, 3.28442], [0.78394, -1.81186, 3.54910], [1.32397, -0.90453, 2.75683], [0.66618, -0.07521, 2.05639], [2.78183, -0.85944, 2.66489], [3.61393, -1.75095, 3.33912], [4.98430, -1.64397, 3.19550], [5.53132, -0.65808, 2.38484], [4.70580, 0.23056, 1.70961], [3.33904, 0.12950, 1.85102], [-3.42441, -3.20509, 6.67054], [-2.52845, -1.75269, 6.24375], [-1.71679, -3.08047, 7.08247], [-2.81041, -3.13416, 4.22919], [-2.13465, -4.54771, 5.06412], [0.02644, -4.39565, 5.97812], [1.19004, -3.26531, 5.23950], [-0.13357, -5.61227, 3.78969], [1.52375, -5.58962, 4.38891], [1.04705, -4.49025, 3.09331], [3.17770, -2.51581, 3.95873], [5.63666, -2.32968, 3.71378], [6.60284, -0.58051, 2.27665], [5.12482, 0.99799, 1.07594], [2.67372, 0.80683, 1.33517], [0.14231, 0.39976, -11.69931], [0.34244, 1.47230, -10.80390], [0.16809, 1.29142, -9.50192], [0.39311, 2.42763, -8.69667], [0.24985, 2.36250, -7.33612], [-0.12788, 1.15764, -6.71339], [-0.35531, 0.02951, -7.51918], [-0.21616, 0.08678, -8.88557], [-0.32972, 1.05125, -5.29242], [-0.68631, -0.04833, -4.64915], [-0.81038, 0.29067, -3.35032], [-0.51272, 1.65675, -3.18274], [-0.20656, 2.10877, -4.42673], [-0.49542, 2.29871, -1.92442], [-0.12543, 3.63196, -1.70173], [-0.03111, 4.06696, -0.39874], [-0.34483, 3.20108, 0.64169], [-0.78411, 1.95747, 0.46788], [-0.84911, 1.49129, -0.80853], [-1.22444, 0.11753, -0.96926], [-1.57469, -0.54486, 0.16407], [-1.81863, -1.84652, 0.06722], [-1.73106, -2.56011, -1.12515], [-1.42311, -1.89424, -2.29163], [-1.16609, -0.52118, -2.23202], [0.34806, 0.79474, -12.69090], [-0.88925, 0.04364, -11.65572], [0.82899, -0.42254, -11.48560], [0.67285, 3.34529, -9.19021], [0.42714, 3.25981, -6.76181], [-0.65823, -0.88935, -7.04175], [-0.41336, -0.79602, -9.47436], [0.07325, 3.04046, -4.67860], [0.09907, 4.29213, -2.52516], [0.28137, 5.07095, -0.17093], [-0.23888, 3.54652, 1.65970], [-2.10293, -2.36097, 0.97585], [-1.91275, -3.62266, -1.12258], [-1.35182, -2.39990, -3.23897], [-2.12591, 1.57030, 5.22560], [-1.30676, 2.14870, 3.69560], [-1.95170, 3.86895, 3.67797], [0.40753, 2.37338, 4.32456], [-1.97340, 2.31612, 6.00632], [-1.70611, 0.61944, 5.54968], [-3.19285, 1.44271, 5.04720], [-1.91803, 4.25133, 4.69802], [-2.99178, 3.86095, 3.35922], [-1.39190, 4.53653, 3.02747], [0.40497, 3.05827, 5.17318], [1.07245, 2.75488, 3.55017], [0.78174, 1.40112, 4.64980]], "atomic_forces_ev_per_a": [[-0.132, -0.898, -0.194], [0.049, -0.126, -0.172], [-0.640, 0.079, 0.359], [0.000, 0.404, -0.341], [0.705, -0.440, 0.026], [-0.092, 0.163, 0.144], [0.160, 0.301, -0.247], [-0.666, -0.109, 0.334], [0.755, -0.207, 0.130], [-0.477, -0.521, 0.396], [0.101, 0.540, -0.387], [0.304, 0.313, -0.255], [-0.125, 0.085, -0.070], [0.096, -0.016, 0.014], [-0.040, 0.013, -0.003], [0.073, 0.029, -0.007], [-0.095, -0.027, 0.034], [-0.093, -0.047, 0.032], [0.016, 0.153, 0.016], [0.059, -0.009, 0.133], [0.012, -0.221, -0.012], [0.042, 0.090, -0.159], [-0.080, 0.151, -0.030], [-0.177, -0.161, 0.161], [-0.059, -0.109, -0.054], [0.037, -0.054, 0.037], [0.029, 0.018, -0.067], [-0.033, -0.116, 0.099], [0.031, -0.069, 0.050], [0.078, -0.022, 0.012], [0.079, 0.025, -0.022], [0.065, 0.041, -0.054], [-0.085, -0.369, -0.213], [0.126, 0.426, -0.162], [-0.094, -0.029, 0.968], [-0.032, -0.267, -0.374], [-0.167, -0.492, 0.158], [0.054, -0.070, -0.808], [0.058, 0.499, 0.539], [0.139, 0.282, -0.585], [-0.100, -0.116, 0.326], [-0.061, -0.340, -0.273], [0.282, 1.271, 0.069], [-0.280, -0.962, 0.455], [0.051, 0.030, -0.276], [-0.135, -0.398, 0.125], [-0.035, -0.129, 0.634], [-0.024, -0.021, -0.423], [-0.100, 0.032, 0.385], [0.354, 0.789, -0.707], [0.077, 0.184, -0.293], [0.039, -0.259, -0.474], [0.121, -0.292, -0.260], [-0.123, -0.042, 0.309], [0.014, 0.233, -0.452], [-0.022, -0.122, 0.404], [-0.014, 0.544, 0.525], [-0.019, -0.036, 0.065], [0.015, -0.013, -0.014], [-0.018, 0.009, -0.004], [0.046, 0.081, -0.021], [0.035, 0.118, 0.064], [-0.013, -0.087, 0.006], [0.025, -0.023, -0.048], [-0.030, -0.007, -0.068], [0.062, 0.065, -0.051], [0.053, 0.147, 0.070], [0.006, -0.045, -0.067], [0.054, 0.104, 0.036], [-0.067, -0.068, 0.030], [-0.015, -0.113, -0.183], [-0.044, -0.181, -0.253], [0.226, 0.860, 1.924], [-0.138, -0.241, -0.447], [-0.138, -0.260, -0.394], [-0.012, 0.031, -0.072], [-0.033, 0.055, -0.043], [-0.042, -0.038, 0.070], [0.122, -0.061, -0.016], [-0.078, 0.044, -0.072], [-0.019, 0.003, 0.021], [-0.090, -0.006, -0.040], [0.039, -0.001, 0.014], [0.050, 0.032, -0.011]], "multiplicity": 5, "e_homo_ev": [-11.754, -11.753], "homo_lumo_gap_ev": [4.693, 5.397], "de_lowest_kcal_mol": 14.9, "total_charge": 2}


| no. | DFT total energy (hartree) |
| --- | --- |
| 1 | -514.6937 |
| 2 | -5471.7458 |
| 3 | -3725.7429 |